1.
148
Properties=species:S:1:pos:R:3 method="wB97M-V/def2-TZVPD" total_charge=+1 total_energy_ev=-170526.091 spin_multiplicity=1 largest_force_ev_per_a=1.7 orbital_gap_ev=6.63
H 1.02468 0.93753 2.99976
H 2.35564 5.04310 -2.86080
O 7.50448 4.66107 -0.10304
H 6.56240 2.60544 6.25479
H 6.56085 3.10747 -1.64256
C 6.17253 2.39915 0.78241
S -3.31277 -0.09746 3.51253
O -8.38095 -7.22616 -2.62478
H -5.61174 -0.11833 5.65839
C -0.30863 2.29248 -0.55114
O 4.91874 1.77617 -3.63615
H 4.74428 1.16298 -6.69876
C 6.16877 1.64378 5.94417
I 4.67236 0.77125 8.44764
C 4.72668 1.42907 6.43324
H -8.02465 -4.26876 -7.72714
H -0.08995 2.49215 -2.69440
N 6.20353 2.18733 3.34142
C 3.98693 -0.75016 -6.02603
C -7.38725 -2.31279 -8.38500
S 3.81808 0.88066 -3.91904
H -1.61164 2.71346 3.65266
H -1.19300 1.67215 -0.62087
C -8.13500 -1.53256 -7.30795
H -6.81221 -3.50537 -1.72424
C 2.17636 3.97101 -2.86830
H 4.21071 0.71791 5.79456
O 9.00749 2.50527 1.75804
H -0.62027 0.28430 3.15224
C 1.45336 3.50463 -1.63613
H 3.15468 4.36690 3.31329
H -5.25274 -1.01709 -2.54576
H -7.97667 -1.16482 -1.14856
F 6.89623 5.43561 4.99098
C 0.18676 2.58434 0.71137
C -6.95818 -0.78757 -1.24269
H 2.88943 4.38083 -0.33369
O -7.04396 -1.48149 1.32254
H 6.75966 0.94168 6.53517
H 6.08498 -0.76315 -0.19385
H 4.13706 -1.47904 -3.96311
H -7.83754 -6.18066 1.79889
H -6.70735 -0.81323 4.46929
O 1.81354 3.57418 2.08031
C 4.15201 2.96291 1.96541
F 9.85594 -0.08785 0.49242
S -7.25474 -1.91434 -5.79799
C -7.90097 -6.78126 0.89301
F 5.35901 5.34433 3.51298
H 5.58419 1.70429 0.17495
H -6.84331 -4.25754 -5.67494
H -3.96083 2.15165 3.06217
H 7.43932 0.33540 -0.15364
H 5.82533 0.33860 4.35912
H 4.24518 2.64423 4.10399
H 0.23417 0.04234 1.65394
H -4.28093 -2.60304 -0.30093
H -1.53268 1.75638 1.57134
H 3.22733 0.70411 -7.47177
O -8.20865 -2.17112 -4.74658
H -5.46707 -3.35827 -6.36090
H 5.20762 0.18316 1.57557
H -6.76629 -1.60652 -3.24421
C 6.83960 3.50624 3.72741
C 0.08848 0.75390 2.46723
H 9.32071 0.52808 3.49775
H -5.17842 -3.47278 -2.35456
C -6.18921 -1.53526 -2.32548
P 7.27701 3.24007 -0.45006
H 3.03833 -1.28876 -6.05263
H 4.69198 -1.29954 -6.64680
C 6.28435 0.16134 1.73475
H -6.00557 0.83135 2.78247
S -6.09109 -1.18887 0.27098
H 8.44950 2.48464 -0.61097
C 3.77756 0.68313 -6.53329
O -2.18893 -0.18309 4.41986
O 11.16945 -0.29339 2.23913
H -9.16999 -5.73907 -0.56072
H 0.08021 3.18509 3.67917
C 3.11396 4.05211 2.27223
C -4.21283 1.41977 3.82661
H -7.61742 -4.93325 -0.23519
H 5.57287 -0.58971 -4.53025
C 5.99107 4.64390 4.44051
H -5.74701 -6.94014 0.73559
C -7.09876 -3.69364 -7.77890
H -1.07205 4.01536 2.59396
C 1.35005 3.36148 0.79137
C 6.78087 1.61085 2.01908
H -8.74566 -7.46216 1.01010
F 7.29271 4.14050 2.64904
H 1.97935 1.08658 -5.37766
C 10.11470 -0.02406 1.79945
H -7.97230 -2.38607 -9.29995
H 3.57520 2.22804 1.39395
H -4.19543 -1.84426 4.86909
C -0.53769 2.03438 1.92170
O -6.24017 -5.99178 -2.20970
H -9.15637 -1.89334 -7.19219
H 3.35953 4.95050 1.70267
H -6.96919 0.29155 -1.37617
H 4.30695 1.20950 3.20060
H 7.55126 -1.22058 0.66313
C 0.29671 2.74286 -1.71711
H 3.15772 3.49222 -2.85527
H -6.31673 1.76194 4.24981
N 9.01009 0.37258 2.54461
C 3.01831 1.41126 -5.42831
O -3.16250 -0.25138 2.09130
C 8.34137 1.57132 2.05253
H -7.46395 -8.94226 -0.82502
O 2.82501 0.58694 -2.91795
H 1.67961 3.63063 -3.77222
S -7.35944 -6.76372 -1.72331
H 7.46371 0.82171 4.45083
C 4.48728 -0.65441 -4.57881
H -8.13212 -0.45645 -7.46368
N 5.22018 3.41255 1.10817
C -5.67859 0.99692 3.80994
C -5.89297 -2.92231 -1.74719
C -4.60508 -1.20931 4.08758
H -5.78221 -8.46527 -1.18526
H -3.91440 1.78295 4.81027
C -5.36253 -2.72340 -0.32169
H -5.65466 -3.53119 0.34661
C 1.97187 3.81003 -0.36883
O -5.03935 -0.23127 0.49737
C 4.69914 2.21995 3.21439
H -6.39479 -4.26181 -8.38424
C -6.54960 -3.46884 -6.36375
C 6.88923 -0.39427 0.43631
F 6.51417 -0.79095 2.71415
H -6.44827 -1.80944 -8.62468
H 4.16171 2.35386 6.41739
H 5.56404 4.35958 1.18767
O -6.19115 -0.95564 -5.62560
H -6.50757 -8.39482 1.38182
C -0.78525 3.06253 3.03588
F 5.13204 4.27219 5.37276
C -8.11755 -5.89391 -0.33894
H 3.07064 2.49464 -5.50287
C 6.45462 1.20433 4.50859
F 7.95802 3.25648 4.41717
H -4.91943 -1.81506 3.23954
C -5.74526 -0.31956 4.59307
C -6.73036 -8.13914 -0.76482
C -6.61962 -7.59236 0.65482

2.
140
Properties=species:S:1:pos:R:3 method="wB97M-V/def2-TZVPD" total_charge=-1 total_energy_ev=-85561.611 spin_multiplicity=2 largest_force_ev_per_a=5.1 orbital_gap_ev="2.53 / 6.02"
O 6.18029 0.12767 3.99182
H -2.53862 -3.44625 1.50240
H -2.91274 0.93843 -3.03721
C 6.34051 4.14592 -0.26813
C -4.58244 0.99669 5.24384
C 1.62406 -4.32922 -2.38896
C 5.09864 0.56998 4.76519
H 6.11350 3.13997 0.08491
H 2.81760 2.00196 1.04413
H 4.86934 2.53257 3.99950
C -3.82802 2.37842 -6.81175
H -0.66668 -3.65601 -0.26496
H -2.23976 1.67558 1.05771
C 4.80507 2.79377 -2.44014
H 5.32823 1.06867 5.70684
H 3.47623 1.88093 4.82025
H -5.08843 2.23372 0.47881
O -5.12088 2.92969 -6.46874
H -5.68787 0.13595 1.92091
C -4.36019 -1.58428 1.57564
C 1.09407 6.78626 -1.35498
C -1.00994 -6.93505 0.42383
H 4.25489 3.72924 -2.54166
H 2.03964 -5.03808 -6.16254
H 4.17804 3.02314 1.86306
N -3.67402 1.54489 4.21774
C -2.04293 0.11050 -0.50110
H 7.55659 1.20963 4.97921
C -0.12846 -7.08306 1.46090
H 7.02333 1.93948 3.43241
C 0.48655 -5.98148 1.98975
C 2.23426 6.04567 -0.86754
H 5.40756 0.39942 -1.38803
N 3.53009 -2.58297 1.90788
C 1.27575 -5.76852 -4.33661
C 0.80135 4.31146 -0.09368
H 2.55383 -2.47902 -2.80251
H 6.63888 3.34136 -3.46514
C -1.60854 0.91763 0.61786
H 4.47431 -0.26182 5.09139
C -1.17469 -5.72102 -0.19608
H -3.57125 -1.40172 2.30527
H 0.79908 -1.67166 -0.97951
C -0.27233 0.73963 1.09325
H 1.63624 -4.29764 -1.30949
H 0.75246 -6.23324 -2.24614
O -4.54439 -3.03070 1.54801
H 4.88983 -2.30190 0.40494
C 4.88007 -2.11419 1.47861
O 2.76313 -1.91686 2.59441
H -5.36779 -3.03644 3.99952
H 2.91148 -3.00083 -5.12081
O -4.22737 1.88896 3.17390
C -5.62768 -0.93864 2.09332
H -1.46938 -1.53487 -1.73159
C -1.15172 -0.83144 -0.97615
H 1.19654 -6.05075 2.80062
O -3.92979 0.87189 -4.86962
H 3.88395 0.15592 -1.91610
H -3.79906 1.70806 -7.67074
C 2.24004 -3.62707 -4.55213
H -3.96268 -0.38951 -3.28748
H -1.32973 4.75167 -0.27854
H 0.14136 1.33259 1.89553
H -0.86282 -1.71635 2.80825
O 3.20172 -3.73010 1.58681
C 0.68130 -0.13043 0.46872
H -1.49878 -7.79566 -0.00835
H -6.58777 2.22831 -7.79012
H 5.66576 -2.63896 2.02214
C 2.06187 -3.34599 -3.21813
C 6.34092 3.13945 -2.43628
H 7.14723 4.58321 0.32015
C 2.11640 4.85266 -0.18693
H 0.83193 -3.85813 1.75252
C -6.30247 -2.49299 3.86120
O -2.48482 -2.47814 4.43933
O 6.74607 4.22511 -1.59693
H 0.54470 -1.65056 3.94086
C 1.15091 -5.51270 -2.94503
C -3.46386 -3.69121 0.98085
O 3.63918 1.28310 2.85007
N -5.81723 2.12338 -1.55576
H -2.34928 -0.26260 -4.17749
H -3.18251 -3.39390 -0.02937
O -2.45602 1.62609 4.30556
H 4.64617 2.20183 -3.34151
H -4.14218 0.21693 5.86532
C 0.30066 -4.72092 1.37868
H -5.64109 3.51924 -8.41956
H -7.01249 -2.91294 3.14873
H 5.09080 -1.04777 1.55888
C -0.18539 6.37453 -0.98441
H -5.02707 1.76295 5.87886
O -5.86133 -1.17142 3.46289
O -5.68234 0.88949 -1.68604
H 0.02442 -8.03899 1.93967
H 0.58968 3.33501 0.31638
H -3.21268 3.22229 -7.12374
H -2.15596 1.38417 -6.03341
H -1.78180 -5.78846 -1.08673
O -1.17900 -1.83916 5.98099
H -6.83975 3.84740 -7.21153
H -4.04943 3.04283 -0.79226
H -3.70983 -4.74652 0.86283
H 4.05094 0.50976 -0.13945
H -0.67438 -0.25866 3.83299
O -6.69464 2.80181 -2.16975
H -2.74392 2.68733 -5.02170
H 1.17613 -6.77708 -4.70982
H -4.04663 -1.25032 0.58657
H 3.24442 6.38912 -1.03491
N -1.44112 -1.90202 4.80253
O 4.30638 2.14347 -1.25047
C 7.23901 1.00820 3.95615
C -3.05236 1.79835 -5.57187
C 4.24576 1.64275 4.08594
H -5.37238 0.46274 4.71564
H 6.94331 2.26691 -2.18349
H -6.51087 -1.20901 1.51456
C 0.15503 -0.93891 -0.51618
C -0.31076 5.08413 -0.41113
H 1.17614 7.78377 -1.76072
C -5.05640 2.82436 -0.43674
H -5.43913 3.84133 -0.35085
H 5.40918 4.70146 -0.15817
C -6.06296 3.13550 -7.49065
H -1.00489 6.99805 -1.31004
C 3.30672 2.37334 1.94465
H 3.01470 4.39930 0.20541
C -0.47913 -1.32794 3.75166
C 4.39820 0.73368 -1.14810
H 1.70642 -0.22770 0.79440
C -3.24221 0.24154 -3.80786
H -6.74027 -2.41342 4.85624
C -0.53590 -4.61005 0.22402
H 7.97916 0.55310 3.29801
H 2.75270 3.16655 2.44663
H -3.10194 0.09786 -0.71259
C 1.73204 -4.73645 -5.17219

3.
148
Properties=species:S:1:pos:R:3 method="wB97M-V/def2-TZVPD" total_charge=+1 total_energy_ev=-120771.616 spin_multiplicity=1 largest_force_ev_per_a=4.0 orbital_gap_ev=5.67
N -0.02207 0.29032 0.57175
C -1.09065 2.04530 -2.59274
C -5.15831 5.24008 -0.67628
C -1.39195 0.88273 -4.83940
C 1.58741 6.72038 -1.08540
H 5.77642 5.79881 -0.02921
H 3.65954 -1.00349 -0.72144
H -1.31168 -4.50070 4.70157
C 1.17479 -1.26686 3.67554
C 6.19850 2.48354 0.56905
H 2.19846 -3.20987 5.33835
H 3.35237 -4.22086 -1.90200
H 2.21928 -2.27296 -3.30762
H -1.05288 5.40993 -2.96674
C 2.42981 0.84548 -4.51855
H 1.61434 -1.92948 -5.64787
N 0.04802 -3.24635 2.68816
C 2.58648 -3.08681 2.83247
N 5.91672 0.52326 -0.90581
H -2.55554 -1.14068 5.57448
H 1.42978 1.74832 -6.27700
H 1.02718 3.04493 -3.64116
H 0.57256 -0.96582 4.53540
O 2.37479 0.15731 1.16337
F -1.45323 2.19815 3.26525
C 5.83590 1.96783 -0.65885
C 2.48329 -1.20382 -3.30604
C -0.49074 -5.04873 4.23163
H 2.14568 -0.79233 3.80651
H -2.11578 1.65522 -5.08289
H -0.38888 2.66027 -2.04120
C 0.59649 -5.57777 2.05022
C 0.78279 -4.82764 5.01401
F 1.16462 3.34407 -0.41832
H 5.04663 4.81707 -2.22190
H 6.33670 4.22652 1.81367
H -0.74441 -6.10480 4.35936
C 1.51124 -0.30625 -4.05849
H 2.54760 -2.79747 1.78188
C -0.40332 1.34104 -3.75489
O 1.12554 1.85888 2.29240
C 1.95734 2.29988 -0.19974
H 3.34562 -2.54755 3.39120
H -4.77279 -0.83495 -0.33076
C 6.15573 3.84281 0.81926
H 0.78389 -5.15454 6.05494
H -3.70048 -2.55496 -3.98628
C -1.53174 -3.60365 7.79339
C -0.67892 5.88413 -2.06221
H 4.67603 -2.34329 -0.71752
H 2.44448 7.31023 -1.40070
H -2.47758 -4.16526 2.40114
O -2.75667 -1.81483 0.85011
H -1.30880 6.74132 -1.80480
H -5.08624 6.59303 -2.37639
O -0.18064 -2.66090 1.46759
O -1.25902 -1.26867 7.64441
H -1.17910 -3.38021 8.79751
C 0.99683 -1.11261 -5.28196
H 3.37146 -1.40830 -3.91486
C 5.80382 4.73164 -0.19660
H -4.09903 3.39360 -0.56996
H -5.65257 -2.23524 0.30623
C -3.99855 4.34831 -1.08282
C -1.66565 -2.26682 7.11037
H -6.41323 5.50664 -2.36630
H -1.76020 -0.10074 -4.53991
C 0.76468 6.28103 -2.26722
C -4.27539 0.60593 -2.55813
H 1.93131 5.84172 -0.53720
H 1.54172 -5.64590 2.58367
C 1.21707 -2.78389 3.44605
C -3.99237 -1.51214 -3.91308
H -0.01634 -1.46336 -5.08783
S -1.39746 1.32889 0.81707
O 6.15662 -0.20668 0.03624
C 5.44959 4.19777 -1.42926
H 0.93000 -0.38831 -6.09752
H -3.20137 -2.55452 3.16968
H 1.59327 -5.44394 4.60294
H -3.26031 -2.81325 5.93585
H 3.19992 -4.87629 -0.24014
O 1.41923 -2.27374 -0.75078
C 0.50457 2.41406 -4.36082
C -1.90333 1.13950 2.63600
H -1.80256 -2.45302 4.86617
C 2.74786 -4.23025 -0.99128
C -4.17405 -2.41695 2.69891
H -3.97757 1.19613 -3.42439
H -0.80920 -4.22963 7.26430
C -3.65116 -0.75697 -2.69088
H 0.97621 7.30420 -0.39370
H -5.02197 -1.35252 -4.24128
H -0.84477 5.19218 -1.23191
H 1.83416 -4.74870 -1.29566
H 2.88618 -4.13167 2.70981
H 0.43860 -2.90388 5.51113
H -2.44671 -4.19632 7.82838
H 3.16269 0.48885 -5.24843
Hf -0.80637 -1.55019 -0.50604
F -3.22359 1.02910 2.65249
H -4.07967 1.00705 -1.57053
H -0.83490 0.59049 -5.73040
H -4.02497 4.29058 -2.17105
H 0.72358 -0.75608 2.83087
H 2.98642 1.27381 -3.68404
C -5.05305 -1.35908 0.57515
F 2.16749 1.68004 -1.34731
O 5.80276 0.16303 -2.06226
C -2.37471 -2.20164 5.76152
H 0.19253 -6.57401 1.85495
H -1.58177 1.31509 -1.94615
C -3.87563 -1.89408 1.33648
O -2.29141 0.55438 -0.02256
C 1.21652 -3.36507 4.89576
H -1.64271 -4.75678 1.03553
C 1.70297 1.96629 -5.24521
C 3.72668 -1.99703 -0.29767
H -4.75248 -3.33869 2.75431
H 2.69416 -0.83888 -2.31160
H 2.30987 2.87181 -5.20536
N 0.48413 0.29610 -3.19855
H 3.91882 -2.06255 0.77217
S 1.29697 1.09919 1.09312
C 5.46411 2.83592 -1.67275
O -2.81149 -1.13146 -1.89579
H -6.43153 6.88288 -1.24205
H -3.50094 -0.99702 -4.74929
O -0.23713 -0.75311 -2.58215
H -5.35521 0.46178 -2.66844
O -5.56915 5.16814 0.45982
H 6.45140 1.86590 1.42101
C -5.80331 6.12400 -1.69847
H -3.07974 4.77547 -0.67993
C -0.39166 -4.64892 2.77253
O -1.30537 2.70844 0.51380
H -0.10465 3.03162 -5.02694
H 5.27086 2.46553 -2.66987
H 0.87202 -5.24272 1.04317
F 3.11663 2.74060 0.25598
O 1.30481 5.99140 -3.31391
C 2.50592 -2.81817 -0.60665
H -4.74636 -1.69024 3.27831
H -5.64944 -0.69116 1.19573
F -1.37895 0.09124 3.23582
C -1.73953 -4.90973 2.11376
H -1.98325 2.63220 -2.83406
H -2.13632 -5.89960 2.32339